Molecular formula: C20H55N5O5
Method: DFT, ωB97M-V/def2-TZVPD

Geometry as XYZ:
```
85
Properties=species:S:1:pos:R:3:forces:R:3
C 0.3878 -0.6892 -1.0535 0.82 1.55 0.75
O 1.6674 -0.8152 -0.4131 -0.14 -0.65 -0.92
C 1.9547 -0.1083 0.7800 0.76 0.22 -0.93
C 3.4768 0.2642 0.8006 0.83 -2.10 1.10
C 4.3377 -0.9788 1.2168 -1.48 -0.54 -1.21
N 3.7045 1.2871 1.7827 -0.71 0.02 0.44
H -0.4334 -0.8492 -0.3549 -0.12 -0.65 -0.15
H 0.3582 -1.2351 -1.9965 0.10 -0.62 0.56
H 0.2699 0.3453 -1.3762 -0.04 0.42 0.00
H 1.3682 0.8058 0.8724 -0.18 0.20 -0.12
H 1.7187 -0.7537 1.6261 0.11 0.10 0.30
H 3.9646 0.5405 -0.1342 -1.01 0.08 -0.76
H 3.9752 -1.5209 2.0902 0.40 0.75 0.71
H 5.4110 -0.8022 1.1466 -0.07 0.08 0.46
H 4.1046 -1.7492 0.4817 0.28 0.01 -0.57
H 3.2494 2.1243 1.4479 0.53 0.52 0.29
H 4.7014 1.3660 1.9244 -0.10 0.62 0.06
C 2.8591 6.6299 -4.3169 0.69 0.25 -0.74
O 2.3280 6.4657 -3.0377 -1.93 -0.21 0.08
C 0.9427 6.8969 -2.9916 -1.25 -1.27 1.06
C 0.1745 6.2215 -1.7638 0.24 1.59 1.90
C -1.2301 6.7774 -1.3543 0.21 -0.03 -2.11
N 0.9638 6.5356 -0.5512 0.32 -1.05 -0.91
H 2.6702 7.6163 -4.7404 0.04 0.44 0.27
H 2.4763 5.9603 -5.0870 -0.28 -0.54 0.25
H 3.9372 6.4827 -4.2522 -0.04 0.02 0.04
H 0.9565 7.9856 -2.9382 -0.33 0.11 0.14
H 0.2913 6.5574 -3.7968 0.72 0.12 -1.00
H 0.1445 5.1361 -1.8581 0.08 0.03 -0.37
H -1.3040 7.7937 -1.7413 -0.24 0.13 -0.25
H -1.4334 6.8888 -0.2893 0.50 -0.65 0.00
H -1.9884 6.1601 -1.8361 -0.35 0.27 0.16
H 1.8592 6.3832 -0.9930 1.13 0.46 1.16
H 0.8103 7.5282 -0.4450 0.52 0.33 0.32
C 6.6660 -10.1661 0.4838 0.70 0.56 0.19
O 5.5139 -9.3715 0.3191 -0.87 -0.20 -1.04
C 5.4910 -8.6403 -0.9254 -1.22 0.68 0.67
C 4.1556 -7.7861 -1.0026 0.24 0.02 2.22
C 2.9683 -8.6909 -1.0995 -1.52 -0.89 -1.91
N 4.1215 -6.7517 -2.0310 0.45 -0.78 -0.98
H 6.5894 -10.8257 1.3481 -0.30 0.60 0.38
H 7.4698 -9.4357 0.5762 0.63 -0.37 0.38
H 6.9752 -10.8751 -0.2841 -0.60 0.22 -0.89
H 6.3303 -7.9456 -0.9589 0.33 0.00 -0.07
H 5.5347 -9.3400 -1.7600 0.05 0.00 -0.19
H 3.9989 -7.2470 -0.0682 0.82 -0.25 0.70
H 2.7855 -9.5659 -0.4757 1.16 0.03 0.30
H 2.9991 -8.9999 -2.1443 -0.10 -0.69 -0.19
H 1.9695 -8.2558 -1.0664 0.18 1.03 0.22
H 5.0247 -6.3226 -2.1733 -0.03 0.11 0.11
H 3.4351 -6.0382 -1.8314 0.08 -0.07 0.11
C -2.6152 1.0819 4.2699 1.09 0.70 1.15
O -1.4846 1.3196 5.1869 -1.33 0.08 0.11
C -1.1440 2.7194 5.2921 -0.42 -0.47 -0.75
C -0.1190 3.0256 6.3701 0.81 0.93 -0.87
C 0.4991 4.4371 6.0856 -1.47 -0.90 -0.24
N 0.9684 2.0921 6.3222 0.18 -1.34 0.19
H -3.5437 1.5387 4.6125 0.09 0.42 0.30
H -2.8492 0.0177 4.2445 0.64 0.02 -0.25
H -2.3481 1.5389 3.3171 -0.13 -0.40 -0.31
H -0.7270 2.9531 4.3125 0.03 0.56 -0.20
H -2.0162 3.3367 5.5072 -0.40 -0.03 -0.29
H -0.6559 2.9764 7.3174 0.37 0.03 0.33
H 0.7218 4.4600 5.0188 0.17 0.05 -0.10
H 1.4276 4.6430 6.6181 -0.40 -0.03 0.34
H -0.3106 5.1514 6.2353 0.43 0.52 0.26
H 0.5334 1.2279 6.0322 0.12 -0.74 0.42
H 1.5703 2.2598 5.5287 0.25 0.59 -0.13
C -6.0008 -1.9468 -4.3859 0.60 -0.54 -0.23
O -6.5713 -0.8695 -3.7355 -2.08 0.52 2.13
C -7.8234 -1.1190 -2.9957 0.15 -0.44 -0.79
C -8.3597 0.1205 -2.2676 0.97 -0.90 -0.27
C -7.2000 0.7507 -1.5189 -0.07 0.82 -0.69
N -9.4504 -0.2594 -1.3496 0.15 0.30 -0.57
H -5.7006 -2.8067 -3.7870 0.14 0.18 0.89
H -5.0960 -1.4883 -4.7848 -0.03 -0.55 -0.59
H -6.6340 -2.4467 -5.1188 -0.24 0.56 -0.63
H -8.5447 -1.4661 -3.7355 -0.27 0.01 -0.20
H -7.8014 -1.9076 -2.2435 0.86 -0.28 0.06
H -8.6734 0.7769 -3.0793 -0.17 0.55 0.18
H -6.6283 0.1386 -0.8213 -0.48 -0.32 0.02
H -7.5568 1.6554 -1.0267 0.20 0.07 0.19
H -6.5151 1.0317 -2.3190 0.26 0.29 0.27
H -10.2561 -0.5445 -1.8879 -0.12 -0.53 -0.30
H -9.7985 0.6087 -0.9684 0.15 0.25 0.53
```
Forces are in eV/Å.

Properties
Energy relative to the best compared isomer or geometry (same formula, charge and spin) = 81.9 kcal per mole
E_HOMO = -0.3321 Ha
2S+1 = 1
Orbital gap = 9.47 eV
Molecular weight = 445.69 g/mol
SMILES = COC[C@H](C)N.COC[C@H](C)N.COC[C@H](C)N.COC[C@H](C)N.COC[C@H](C)N

Now the Löwdin charges, all in e: number 1, C, carries -0.0898; number 2, O, carries -0.2077; number 3, C, carries -0.1816; number 4, C, carries -0.4267; number 5, C, carries -0.0695; number 6, N, carries 0.0158; number 7, H, carries 0.0831; number 8, H, carries 0.0860; number 9, H, carries 0.0740; number 10, H, carries 0.1133; number 11, H, carries 0.1234; number 12, H, carries 0.1286; number 13, H, carries 0.0748; number 14, H, carries 0.0719; number 15, H, carries 0.0653; number 16, H, carries 0.0703; number 17, H, carries 0.0702; number 18, C, carries -0.1384; number 19, O, carries -0.1949; number 20, C, carries -0.1685; number 21, C, carries -0.3853; number 22, C, carries -0.0669; number 23, N, carries 0.0101; number 24, H, carries 0.0836; number 25, H, carries 0.0851; number 26, H, carries 0.0909; number 27, H, carries 0.1235; number 28, H, carries 0.1184; number 29, H, carries 0.1277; number 30, H, carries 0.0671; number 31, H, carries 0.0737; number 32, H, carries 0.0665; number 33, H, carries 0.0458; number 34, H, carries 0.0620; number 35, C, carries -0.1272; number 36, O, carries -0.1920; number 37, C, carries -0.1557; number 38, C, carries -0.4379; number 39, C, carries -0.0921; number 40, N, carries 0.0290; number 41, H, carries 0.0864; number 42, H, carries 0.0836; number 43, H, carries 0.0808; number 44, H, carries 0.1135; number 45, H, carries 0.1237; number 46, H, carries 0.1255; number 47, H, carries 0.0803; number 48, H, carries 0.0753; number 49, H, carries 0.0706; number 50, H, carries 0.0626; number 51, H, carries 0.0735; number 52, C, carries -0.0700; number 53, O, carries -0.2144; number 54, C, carries -0.2204; number 55, C, carries -0.4438; number 56, C, carries -0.0532; number 57, N, carries 0.0362; number 58, H, carries 0.0761; number 59, H, carries 0.0833; number 60, H, carries 0.0800; number 61, H, carries 0.1191; number 62, H, carries 0.1235; number 63, H, carries 0.1344; number 64, H, carries 0.0681; number 65, H, carries 0.0777; number 66, H, carries 0.0720; number 67, H, carries 0.0577; number 68, H, carries 0.0720; number 69, C, carries -0.1495; number 70, O, carries -0.1960; number 71, C, carries -0.1692; number 72, C, carries -0.4503; number 73, C, carries -0.0655; number 74, N, carries 0.0377; number 75, H, carries 0.0810; number 76, H, carries 0.0935; number 77, H, carries 0.0820; number 78, H, carries 0.1163; number 79, H, carries 0.1222; number 80, H, carries 0.1332; number 81, H, carries 0.0864; number 82, H, carries 0.0743; number 83, H, carries 0.0731; number 84, H, carries 0.0657; number 85, H, carries 0.0650